Computed, not measured: a gas-phase ion, C4H10N3 (charge +1) at a distorted geometry, with ωB97M-V/def2-TZVPD.

```
17
C4H10N3 (ωB97M-V/def2-TZVPD)
C 2.1343 0.0772 0.4590
N 0.7425 0.1685 -0.0817
C 0.0344 -1.0448 -0.5540
C -1.4730 -0.9660 -0.1375
N -1.9131 0.3871 0.1782
N -1.2613 1.3904 0.3891
C 0.1716 1.4313 0.1002
H 2.4335 -0.9382 0.2105
H 2.7910 0.7320 -0.0550
H 2.0177 0.2253 1.5029
H 0.4208 -2.0275 -0.1241
H 0.0682 -1.0643 -1.7405
H -2.2026 -1.4403 -0.9468
H -1.8170 -1.6690 0.7323
H -3.0090 0.6029 0.1051
H 0.1001 2.0992 -0.8814
H 0.7618 2.0363 0.8438
```

The total charge is +1. The SMILES is CN1CC[NH+]=NC1. The spin multiplicity is 1. The energy relative to the best compared isomer or geometry (same formula, charge and spin) comes out at 4.152 eV. The total energy is -8770.4467 eV.

Mulliken population analysis, charges in e, atoms 1 to 6: C -1.129; N -0.041; C -0.334; C -0.521; N 0.358; N -0.438